Entry 1:
Molecular formula: C2H10NOSi
Method: DFT, wB97M-V/def2-TZVPD

Geometry (Å):
1 C 1.85437 -0.11565 0.93917
2 C -2.77842 -0.08571 0.14589
3 N -1.37494 -0.20492 0.63850
4 O 2.14045 0.09725 -0.34195
5 Si 2.23631 0.54030 -1.79184
6 H 0.77538 0.20096 1.05891
7 H 2.33075 0.66499 1.42365
8 H 2.01864 -1.08592 1.31692
9 H -2.77435 0.62928 -0.67906
10 H -3.36396 0.35347 0.94570
11 H 1.89315 2.02767 -2.18293
12 H -0.84546 -0.71324 -0.14046
13 H -1.38122 -0.75739 1.46893
14 H 2.46076 -0.57539 -2.66665
15 H -3.19147 -0.97571 -0.13478

Results
* energy above the lowest of the compared OMol25 structures with the same formula, charge and spin: 75.20 kcal per mole
* gap between HOMO and LUMO: 0.247 hartree
* HOMO: -12.8785 eV
* net charge: +1
* total energy: -501.33614 a.u.



Entry 2:
Molecular formula: C2H10NS
Method: DFT, wB97M-V/def2-TZVPD

Geometry (Å):
1 C 0.30557 -1.91089 1.39780
2 S -0.76520 -0.48291 1.17887
3 H -0.65765 0.19197 2.36801
4 H 0.50572 -2.16980 0.37232
5 H -0.06782 -2.78285 1.83857
6 H 1.14365 -1.52546 1.93236
7 C 0.63137 0.60713 -1.66461
8 N 0.39484 2.03226 -1.87649
9 H 0.41881 2.76889 -1.16635
10 H 1.08378 2.36948 -2.60183
11 H -0.50352 2.09111 -2.40200
12 H 1.34134 0.31170 -0.88705
13 H 0.86582 0.12620 -2.63082
14 H -0.28835 0.15245 -1.20264

Results
* energy above the lowest of the compared OMol25 structures with the same formula, charge and spin: 25.07 kcal per mole
* gap between HOMO and LUMO (spin up / spin down): 0.161 / 0.369 hartree
* HOMO (spin up / spin down): -3.7004 / -9.4009 eV
* total energy: -534.98042 a.u.
* ⟨S²⟩: 0.7504
* spin multiplicity: 2



Entry 3:
Molecular formula: C2H10NS
Method: DFT, wB97M-V/def2-TZVPD

Geometry (Å):
1 C -1.36679 0.41823 0.71491
2 N -0.22465 0.30453 -0.25270
3 C 0.39863 1.61927 -0.60572
4 H -1.70522 -0.58086 0.97286
5 H -0.99624 0.91934 1.60770
6 H -2.13963 1.02162 0.25355
7 H -0.55572 -0.12993 -1.11427
8 H 0.49224 -0.33102 0.11952
9 H -0.34888 2.23103 -1.11262
10 H 1.24714 1.43462 -1.26965
11 H 0.76641 2.08175 0.30941
12 S 0.92327 -2.77860 0.28989
13 H 1.65202 -2.71832 -0.83867
14 H 1.85741 -3.49165 0.92580

Results
* energy above the lowest of the compared OMol25 structures with the same formula, charge and spin: 4.98 kcal per mole
* gap between HOMO and LUMO: 0.387 hartree
* HOMO: -13.9067 eV
* net charge: +1
* total energy: -534.88085 a.u.



Entry 4:
Molecular formula: C2H10O2S2
Method: DFT, wB97M-V/def2-TZVPD

Geometry (Å):
1 C -0.78479 1.07218 -0.84121
2 C 0.55740 0.34270 -0.46827
3 S 1.03423 -0.46614 -1.95604
4 S -0.37978 1.54269 2.39593
5 H -0.57697 1.94687 -1.44960
6 H -1.41509 0.32978 -1.34928
7 H -1.33750 1.26844 0.08708
8 H 1.33149 1.07418 -0.25286
9 H 0.27956 -0.30306 0.37478
10 H -0.64131 2.19686 3.54428
11 H -1.25807 -2.76454 -2.91923
12 H -0.87172 -1.42313 -2.37898
13 O -1.65379 -1.93528 -2.65020
14 H 0.58543 -0.28524 2.64804
15 H 1.60969 -1.18839 3.18064
16 O 0.83473 -1.24763 2.59077

Results
* energy above the lowest of the compared OMol25 structures with the same formula, charge and spin: 136.41 kcal per mole
* gap between HOMO and LUMO: 0.122 hartree
* HOMO: -8.5146 eV
* total energy: -1028.84152 a.u.



Entry 5:
Molecular formula: C2H10O2S2
Method: DFT, wB97M-V/def2-TZVPD

Geometry (Å):
1 C -0.68242 0.95571 -2.06027
2 S -0.84098 -0.06004 -0.56747
3 S 0.63003 -1.35403 -0.79272
4 C 2.28634 -0.97152 -0.28162
5 H -0.78593 0.27680 -2.88684
6 H -1.47311 1.70741 -2.05557
7 H 0.22386 1.54595 -2.18492
8 H 2.90761 -0.42940 -0.99521
9 H 2.39790 -0.37083 0.62052
10 H 2.61268 -1.98073 -0.04367
11 H -3.48585 0.46130 1.17854
12 H -2.20345 -0.20564 1.88235
13 O -2.53675 0.50060 1.32803
14 H -0.08071 -0.53024 2.80107
15 H 0.75814 0.63834 2.07889
16 O 0.27265 -0.18367 1.97888

Results
* energy above the lowest of the compared OMol25 structures with the same formula, charge and spin: 23.12 kcal per mole
* gap between HOMO and LUMO (spin up / spin down): 0.405 / 0.234 hartree
* HOMO (spin up / spin down): -14.2801 / -14.0013 eV
* net charge: +1
* total energy: -1028.71388 a.u.
* ⟨S²⟩: 0.7561
* spin multiplicity: 2



Entry 6:
Molecular formula: C2H10O3
Method: DFT, wB97M-V/def2-TZVPD

Geometry (Å):
1 C -5.43678 -0.81310 -3.39599
2 C -4.27725 -0.22011 -3.59870
3 H -5.72765 -1.56479 -2.67242
4 H -6.34963 -0.48221 -3.89495
5 H -3.40243 -0.73354 -3.20101
6 H -4.05818 0.73917 -4.04177
7 O 2.27675 -2.43110 3.24140
8 H 2.79073 -1.67810 3.52482
9 H 1.37858 -2.08068 3.08300
10 O 4.74883 -2.53337 1.15466
11 H 3.82906 -2.32852 1.35549
12 H 4.84363 -3.30346 1.74336
13 O 3.20639 5.48323 2.37004
14 H 3.85170 6.06360 1.90543
15 H 2.32624 5.88300 2.42664

Results
* energy above the lowest of the compared OMol25 structures with the same formula, charge and spin: 30.41 kcal per mole
* gap between HOMO and LUMO: 0.397 hartree
* HOMO: -10.0588 eV
* SMILES: C=C.O.O.O
* total energy: -307.85766 a.u.



Entry 7:
Molecular formula: C2H10O3Rb
Method: DFT, wB97M-V/def2-TZVPD

Geometry (Å):
1 Rb -0.61163 -0.22029 2.04011
2 O -3.05645 -1.04931 0.79162
3 H -3.42659 -0.99678 -0.08955
4 H -3.80233 -1.26085 1.35301
5 O 0.30643 -2.79372 0.84789
6 H 1.23346 -2.95597 1.02257
7 H -0.15483 -3.44672 1.37426
8 C 1.43559 0.63584 -1.32431
9 C 0.72436 1.94838 -0.81625
10 O 0.46687 1.81694 0.53134
11 H 1.38374 0.60578 -2.41266
12 H 0.99008 -0.26161 -0.89511
13 H 2.49543 0.60278 -1.07183
14 H -0.22169 2.03762 -1.35024
15 H 1.30489 2.84563 -1.03076
16 H 0.93267 2.49228 1.02989

Results
* energy above the lowest of the compared OMol25 structures with the same formula, charge and spin: 3.05 kcal per mole
* gap between HOMO and LUMO: 0.388 hartree
* HOMO: -13.9166 eV
* net charge: +1
* total energy: -331.82117 a.u.



Entry 8:
Molecular formula: C2H10O4
Method: DFT, wB97M-V/def2-TZVPD

Geometry (Å):
1 C -2.45844 -1.36539 -0.24109
2 C -1.75763 -1.05787 1.03900
3 O -1.29370 0.01379 1.31415
4 H -2.30833 -0.61708 -1.01713
5 H -2.13333 -2.33189 -0.63257
6 H -3.50690 -1.51344 -0.00109
7 H -1.70210 -1.89809 1.76100
8 O -0.46837 2.73270 0.95317
9 H -0.73447 1.81734 1.11297
10 H -1.23990 3.15059 0.54514
11 O 1.84786 0.24967 -0.08267
12 H 2.23083 1.11569 -0.26015
13 H 0.89557 0.39664 -0.11153
14 O 4.20768 -0.35768 -1.84185
15 H 4.87696 0.16434 -1.38597
16 H 3.54425 -0.49932 -1.15139

Results
* energy above the lowest of the compared OMol25 structures with the same formula, charge and spin: 7.32 kcal per mole
* gap between HOMO and LUMO: 0.420 hartree
* HOMO: -10.7852 eV
* SMILES: CC=O.O.O.O
* total energy: -383.14385 a.u.



Entry 9:
Molecular formula: C2H10O4
Method: DFT, wB97M-V/def2-TZVPD

Geometry (Å):
1 C -0.98410 -2.50582 -0.73811
2 C -0.51891 -1.41248 -1.40186
3 O -0.67253 -0.17246 -0.92857
4 H -1.11336 -3.42470 -1.21598
5 H -1.34978 -2.51929 0.21552
6 H 0.13979 -1.39297 -2.28042
7 H 0.06898 0.06094 -0.32365
8 O -0.37620 4.01056 -0.06480
9 H -1.17763 3.99844 -0.60321
10 H -0.18789 4.91886 0.34608
11 O 0.99108 -1.73696 1.73103
12 H 0.45961 -2.46463 1.60147
13 H 1.81765 -2.07503 1.61101
14 O 1.23819 1.25337 0.58689
15 H 0.63125 1.39223 1.33931
16 H 1.03384 2.06995 0.12529

Results
* energy above the lowest of the compared OMol25 structures with the same formula, charge and spin: 38.36 kcal per mole
* gap between HOMO and LUMO: 0.346 hartree
* HOMO: -8.9062 eV
* SMILES: C=CO.O.O.O
* total energy: -383.09438 a.u.



Entry 10:
Molecular formula: C2H11N2O
Method: DFT, wB97M-V/def2-TZVPD

Geometry (Å):
1 N -1.66498 0.39256 -2.12128
2 H -2.54782 0.84682 -1.90217
3 H -1.03258 -0.57539 -0.81374
4 H -1.80983 -0.09815 -2.99883
5 H -1.01660 1.14309 -2.33147
6 C 1.21999 0.23029 0.40025
7 O 1.71567 1.16766 1.31076
8 C 0.03231 -0.48875 1.03758
9 N -0.76014 -1.23566 -0.00865
10 H 0.89880 0.77547 -0.49144
11 H 1.98048 -0.48733 0.08285
12 H 2.46996 0.80882 1.79240
13 H 0.36993 -1.19521 1.79105
14 H -0.63091 0.23421 1.50038
15 H -1.57735 -1.66981 0.40723
16 H -0.19112 -1.99576 -0.39945

Results
* energy above the lowest of the compared OMol25 structures with the same formula, charge and spin: 7.28 kcal per mole
* gap between HOMO and LUMO: 0.418 hartree
* HOMO: -14.6829 eV
* net charge: +1
* total energy: -267.31310 a.u.



Entry 11:
Molecular formula: C2H11N2O2
Method: DFT, wB97M-V/def2-TZVPD

Geometry (Å):
1 C -0.54012 0.52308 -1.11788
2 C -0.74470 1.27109 0.05247
3 N -2.05354 1.49080 0.70142
4 N -0.08909 -0.89171 -0.81314
5 H 0.01249 0.87548 -2.08222
6 H 0.05112 1.65867 0.82262
7 H -2.10366 2.54433 1.00695
8 H -2.72884 1.37373 -0.10070
9 H -0.51523 -1.49757 -1.54468
10 H -0.42282 -1.11455 0.20615
11 H 0.97380 -0.92824 -0.75772
12 H 3.57712 -0.55670 -0.47817
13 H 3.06856 0.66442 -1.35461
14 O 2.79654 -0.17063 -0.88125
15 H -0.29096 -1.29099 2.68242
16 H -0.39771 -2.45219 1.88007
17 O -0.59296 -1.49901 1.77827

Results
* energy above the lowest of the compared OMol25 structures with the same formula, charge and spin: 121.23 kcal per mole
* gap between HOMO and LUMO: 0.214 hartree
* HOMO: -11.1609 eV
* net charge: +1
* total energy: -342.39525 a.u.



Entry 12:
Molecular formula: C2H11N2O2
Method: DFT, wB97M-V/def2-TZVPD

Geometry (Å):
1 C 0.31725 0.94634 -2.05521
2 N -0.27086 0.37079 1.50526
3 C 0.31425 0.45735 0.28998
4 N -0.19426 0.20688 -0.86609
5 H 1.40851 0.93165 -2.11339
6 H -0.03211 1.99201 -1.93667
7 H -0.28688 0.58644 -2.89691
8 H -1.26998 0.55883 1.47749
9 H -0.08866 -0.24852 2.27825
10 H 1.32295 0.87624 0.32455
11 H -0.75009 -0.62328 -1.16157
12 H -2.14645 -2.10613 -1.04775
13 H -2.37710 -2.02932 -2.53121
14 O -2.07288 -1.48779 -1.78791
15 H 2.77668 0.15276 3.42383
16 H 1.26865 -0.06684 3.68004
17 O 2.08098 -0.51740 3.41731

Results
* energy above the lowest of the compared OMol25 structures with the same formula, charge and spin: 44.36 kcal per mole
* gap between HOMO and LUMO: 0.394 hartree
* HOMO: -15.0465 eV
* net charge: +1
* total energy: -342.51775 a.u.